The following is a quantum chemistry calculation of a single H3O3P molecule in a non-equilibrium geometry, from OMol25.

XYZ file:
```
7
Properties=species:S:1:pos:R:3:mulliken_charge:R:1
O -1.759 -1.129 -0.596 -0.36
O 1.088 -0.911 -1.168 -0.41
O -1.223 -0.052 0.104 -0.39
P 0.850 -0.557 0.377 0.41
H -2.398 -1.483 0.034 0.33
H 0.331 -1.336 -1.549 0.36
H 1.285 0.812 0.180 0.06
```

Values from the calculation:
spin multiplicity = 1
HOMO-LUMO gap = 9.10 eV
SMILES = OOPO

=====

The following is a quantum chemistry calculation of a single C2H7N2P molecule in a non-equilibrium geometry, from OMol25.

XYZ file:
```
12
Properties=species:S:1:pos:R:3:mulliken_charge:R:1
C -1.920 0.084 -0.485 -1.11
C -0.716 0.461 0.383 -0.15
N 3.215 -0.694 0.096 -0.44
N 0.386 -0.391 0.032 -0.39
P 2.326 0.516 -0.196 0.05
H -2.224 -0.942 -0.291 0.31
H -2.759 0.746 -0.283 0.33
H -1.641 0.165 -1.533 0.33
H -0.451 1.502 0.175 0.28
H -0.986 0.384 1.445 0.27
H 4.216 -0.675 -0.015 0.24
H 0.553 -1.157 0.670 0.30
```

Values from the calculation:
spin multiplicity = 3
HOMO-LUMO gap (spin up / spin down) = 6.89 / 6.99 eV

=====

For the records above, the corresponding ΔE to the lowest compared entry with this formula, charge and spin values read 5.4415, 0.0000 eV.